# 1
Entry from OMol25: a 3-piece molecular cluster, C3H9N2O2 overall (wB97M-V/def2-TZVPD).

Its charge is +1. Its HOMO energy is -14.351 eV. The value obtained for the total energy is -10325.9836 eV.

Element x y z (Å)
O: 1.5762 0.1518 -1.7105
O: 1.0466 -2.8093 0.6087
N: -1.1838 0.0121 1.1459
N: 0.1184 1.3458 0.1315
C: 0.0903 0.2479 0.8871
C: -1.1472 1.8087 -0.0760
C: -1.9995 1.0157 0.6232
H: 0.9264 -0.3986 1.1069
H: 1.4720 -0.3733 -2.5031
H: 1.6423 -3.2830 0.0271
H: -1.4176 2.5623 -0.7944
H: 0.1748 -2.8183 0.1998
H: -3.0423 1.0231 0.8763
H: -1.5601 -0.7495 1.6892
H: 2.3391 0.7282 -1.8382
H: 0.9643 1.5366 -0.3735

Atoms 1-2, force components in eV/Å:
0.196 0.326 0.371
-0.296 0.547 0.350

# 2
Entry from OMol25: a single C3H9N2O2P molecule (wB97M-V/def2-TZVPD).

Its structure (SMILES) is C=C[C@H](N)[P@@](N)(=O)O. Its charge is 0. Its HOMO energy is -10.026 eV. The value obtained for the total energy is -19621.5514 eV.

Element x y z (Å)
P: -1.5241 0.5382 0.0090
O: -1.9244 1.9132 0.2970
O: -2.1286 0.1220 -1.5282
N: -2.3925 -0.7263 0.9235
N: 0.2828 -1.3003 -0.3919
C: 1.1488 1.2810 -0.3619
C: 2.4411 1.5364 -0.1018
C: 0.3129 0.0671 0.1692
H: -0.2218 -1.3105 -1.2736
H: 3.0260 0.7548 0.4451
H: -2.1163 -0.9189 1.9056
H: 2.8419 2.5158 -0.3848
H: -2.6980 0.8600 -1.7130
H: 1.2523 -1.6164 -0.5132
H: 0.4711 -0.1320 1.1677
H: -2.2720 -1.6345 0.5610
H: 0.4970 2.0588 -0.8279

Atoms 1-2, force components in eV/Å:
-1.793 -2.882 0.273
0.309 0.374 0.399

# 3
Entry from OMol25: a 2-piece molecular cluster, C3H9N2O2S overall (wB97M-V/def2-TZVPD).

Its charge is +1. Its HOMO energy is -13.251 eV. The value obtained for the total energy is -21156.6687 eV.

Element x y z (Å)
S: 1.2401 -0.1210 0.3854
O: 2.2427 -0.1129 1.3971
O: -0.0615 -0.5001 0.9423
N: -2.2845 -0.0023 -0.2012
N: 1.9002 2.2828 0.0392
C: -3.3731 -0.4074 0.3008
C: 1.5712 -1.4783 -0.8163
C: 1.0098 1.4633 -0.4250
H: 1.8808 3.2669 -0.0445
H: -4.3065 -0.1388 -0.1967
H: -1.4775 -0.3014 0.4968
H: -2.1389 0.3770 -1.1319
H: 2.5964 1.8830 0.8397
H: -3.5222 -1.0128 1.2606
H: 2.6241 -1.7674 -0.8151
H: 0.8138 -2.0384 -0.2277
H: 1.2851 -1.3923 -1.8037

Atoms 1-2, force components in eV/Å:
0.137 -0.985 -0.538
1.420 0.364 0.339

# 4
Entry from OMol25: a 2-piece molecular cluster, C3H9N2O3 overall (wB97M-V/def2-TZVPD).

Its charge is -1. Its HOMO energy is -4.350 eV. The value obtained for the total energy is -12380.8770 eV.

Element x y z (Å)
O: -2.9148 1.0924 -1.5870
O: -0.5137 0.5719 -0.4620
O: -0.0820 -1.1932 -1.7621
N: 1.6690 1.4137 0.7111
N: 0.2287 -1.4063 0.4609
C: -0.1600 -0.5904 -0.7066
C: 1.7695 0.2144 1.6176
C: 0.3753 -0.5913 1.7028
H: 2.0735 0.7502 2.5602
H: 0.3160 -1.0808 2.7227
H: -0.3476 0.1613 1.7101
H: -2.0274 0.8401 -1.9464
H: 0.4801 -2.3373 0.4248
H: 1.9101 0.9687 -0.2173
H: 2.5509 -0.4585 1.3754
H: 0.6668 1.6872 0.7304
H: -2.7311 1.4523 -0.7577

Atoms 1-2, force components in eV/Å:
-0.243 -0.861 -2.949
-0.648 0.586 -0.177

Looking at ΔE to the lowest compared entry with this formula, charge and spin for the records above, in order, we have 83.8, 177.1, 401.7, 120.2 kJ/mol.